No. 1
{"formula": "C24H22N2O4", "method": "ωB97M-V/def2-TZVPD", "elements": ["C", "H", "H", "O", "C", "C", "C", "C", "C", "C", "O", "C", "H", "H", "H", "H", "C", "C", "N", "N", "C", "H", "H", "C", "C", "C", "C", "C", "C", "O", "H", "H", "O", "C", "C", "C", "C", "C", "C", "C", "H", "H", "H", "H", "H", "H", "H", "H", "H", "H", "H", "H"], "xyz": [[-6.12, -0.95, -2.35], [-6.71, 0.11, -2.29], [-6.60, -1.54, -1.68], [-4.71, -0.70, -2.34], [-4.00, 0.03, -1.21], [-2.57, -0.08, -1.38], [-1.72, 0.38, -0.33], [-2.36, 1.02, 0.62], [-3.70, 0.87, 0.80], [-4.62, 0.30, -0.05], [-5.93, 0.02, -0.09], [-6.44, 0.64, 1.12], [-6.13, 0.26, 2.25], [-6.40, 1.62, 1.34], [-7.57, 0.54, 1.12], [-4.10, 1.04, 1.89], [-1.57, 1.54, 1.91], [-0.19, 1.19, 2.14], [-0.04, 2.12, 2.97], [-0.93, 2.74, 3.45], [-1.88, 2.61, 2.60], [-2.78, 2.85, 2.69], [0.92, 2.01, 3.53], [0.76, 0.08, 1.57], [0.31, -0.93, 1.10], [1.13, -1.99, 0.89], [2.56, -1.55, 0.75], [2.86, -0.36, 0.59], [2.11, 0.54, 1.28], [2.45, 1.87, 1.39], [1.71, 2.51, 1.36], [3.96, 0.14, 0.45], [3.29, -2.67, 0.12], [4.71, -2.26, -0.13], [4.82, -1.42, -1.39], [3.68, -1.54, -2.55], [3.86, -0.45, -3.59], [4.98, -0.05, -3.57], [6.02, 0.13, -2.77], [5.98, -0.80, -1.70], [6.61, -0.76, -0.72], [6.99, 0.52, -2.83], [5.19, 0.81, -4.51], [3.16, -0.55, -4.11], [2.99, -2.02, -2.37], [5.07, -1.84, 0.69], [5.04, -3.29, -0.33], [0.82, -2.98, 0.94], [-0.72, -1.29, 1.48], [-0.65, 0.47, -0.73], [-2.27, -0.38, -2.47], [-6.31, -1.30, -3.43]]}

No. 2
{"formula": "C29H28N2O5PSW", "method": "ωB97M-V/def2-TZVPD", "elements": ["W", "O", "C", "C", "C", "C", "C", "C", "C", "N", "N", "C", "O", "C", "C", "C", "C", "C", "C", "H", "H", "H", "H", "H", "H", "H", "H", "H", "H", "C", "C", "C", "C", "C", "C", "C", "S", "O", "O", "O", "H", "H", "H", "H", "H", "H", "H", "C", "P", "C", "C", "C", "C", "C", "C", "C", "H", "H", "H", "H", "H", "H", "H", "H", "H", "H", "H"], "xyz": [[-0.68, -0.24, -0.23], [0.54, 1.24, -0.46], [0.67, 2.57, -0.48], [1.74, 3.19, -1.14], [1.84, 4.56, -1.08], [0.92, 5.35, -0.38], [-0.14, 4.74, 0.26], [-0.27, 3.34, 0.21], [-1.40, 2.71, 0.80], [-1.70, 1.45, 0.75], [-2.93, 1.20, 1.38], [-3.27, -0.01, 1.12], [-2.47, -0.78, 0.42], [-4.55, -0.60, 1.55], [-5.49, 0.19, 2.22], [-6.69, -0.36, 2.61], [-6.96, -1.70, 2.35], [-6.03, -2.48, 1.69], [-4.82, -1.94, 1.28], [2.46, 2.60, -1.67], [2.67, 5.05, -1.59], [1.03, 6.42, -0.35], [-0.87, 5.33, 0.79], [-2.11, 3.34, 1.33], [-5.27, 1.23, 2.41], [-7.42, 0.25, 3.13], [-7.91, -2.13, 2.66], [-6.24, -3.52, 1.48], [-4.08, -2.55, 0.78], [3.18, -0.98, 4.19], [2.19, -1.27, 3.11], [2.62, -1.62, 1.82], [1.71, -1.93, 0.84], [0.31, -1.85, 1.10], [-0.10, -1.56, 2.43], [0.82, -1.23, 3.40], [-0.70, -3.12, 0.19], [-1.79, -3.44, 1.05], [0.18, -4.17, -0.22], [-1.07, -2.23, -0.99], [4.19, -0.88, 3.81], [3.17, -1.79, 4.92], [2.91, -0.07, 4.72], [3.68, -1.67, 1.61], [2.06, -2.25, -0.13], [-1.15, -1.59, 2.66], [0.50, -0.99, 4.40], [0.89, -2.41, -3.11], [0.76, -0.75, -2.40], [-0.24, 0.18, -3.61], [2.45, -0.11, -2.57], [3.26, 0.11, -1.46], [4.57, 0.53, -1.61], [5.09, 0.75, -2.88], [4.30, 0.54, -3.99], [2.99, 0.11, -3.84], [1.24, -2.33, -4.14], [-0.08, -2.90, -3.09], [1.59, -3.02, -2.55], [0.13, 0.05, -4.63], [-0.22, 1.24, -3.37], [-1.27, -0.18, -3.58], [2.85, -0.02, -0.46], [5.19, 0.70, -0.73], [6.11, 1.08, -2.99], [4.70, 0.70, -4.99], [2.39, -0.06, -4.73]], "multiplicity": 3, "s_squared": 2.02, "total_charge": 1}

No. 3
{"formula": "C32H48BCdF6N4O6P2S2", "method": "ωB97M-V/def2-TZVPD", "elements": ["Cd", "C", "C", "C", "C", "P", "C", "N", "B", "N", "C", "P", "C", "C", "C", "C", "C", "C", "C", "C", "C", "C", "C", "C", "C", "C", "C", "C", "C", "C", "H", "H", "H", "H", "H", "H", "H", "H", "H", "H", "H", "H", "H", "H", "H", "H", "H", "H", "H", "H", "H", "H", "H", "H", "H", "H", "H", "H", "H", "H", "H", "H", "H", "H", "H", "H", "H", "H", "H", "H", "H", "H", "H", "H", "O", "C", "O", "C", "C", "C", "C", "C", "N", "H", "H", "H", "H", "F", "C", "F", "F", "S", "O", "O", "N", "S", "O", "O", "C", "F", "F", "F"], "xyz": [[-0.07, 0.58, 1.52], [-1.97, 5.50, -0.96], [-2.77, 4.21, -0.75], [-3.18, 4.15, 0.73], [-4.05, 4.27, -1.60], [-1.60, 2.74, -1.00], [-2.89, 1.38, -0.84], [-2.36, 0.03, -0.71], [-1.30, -0.48, 0.14], [-1.24, -1.89, -0.21], [-0.33, -2.90, 0.31], [1.46, -2.45, -0.08], [1.74, -3.35, -1.75], [3.22, -3.19, -2.12], [1.33, -4.81, -1.89], [0.92, -2.51, -2.73], [2.42, -3.38, 1.26], [1.75, -3.09, 2.61], [2.55, -4.90, 1.10], [3.81, -2.72, 1.29], [-2.20, -2.18, -1.16], [-2.53, -3.37, -1.79], [-3.56, -3.36, -2.74], [-4.23, -2.19, -3.04], [-3.91, -0.99, -2.41], [-2.89, -0.99, -1.47], [-1.13, 2.58, -2.84], [0.05, 3.54, -3.06], [-2.20, 2.86, -3.89], [-0.59, 1.16, -3.03], [-2.57, 6.36, -0.68], [-1.68, 5.63, -2.01], [-1.07, 5.49, -0.34], [-3.59, 5.11, 1.04], [-2.31, 3.94, 1.36], [-3.94, 3.39, 0.91], [-4.70, 5.05, -1.19], [-4.60, 3.33, -1.58], [-3.84, 4.53, -2.63], [-3.56, 1.41, -1.70], [-3.48, 1.63, 0.05], [-0.61, -3.87, -0.09], [-0.41, -2.93, 1.40], [3.86, -3.85, -1.52], [3.55, -2.16, -1.97], [3.37, -3.45, -3.17], [2.02, -5.48, -1.39], [1.33, -5.08, -2.96], [0.33, -5.00, -1.51], [1.19, -1.45, -2.68], [-0.15, -2.58, -2.53], [1.08, -2.86, -3.76], [0.90, -3.75, 2.79], [1.41, -2.06, 2.67], [2.47, -3.24, 3.42], [1.58, -5.36, 0.95], [2.99, -5.31, 2.02], [3.21, -5.16, 0.27], [3.70, -1.67, 1.56], [4.32, -2.79, 0.33], [4.43, -3.20, 2.05], [-2.02, -4.30, -1.58], [-3.83, -4.28, -3.23], [-5.03, -2.20, -3.78], [-4.46, -0.09, -2.64], [-0.24, 4.58, -2.95], [0.46, 3.41, -4.07], [0.85, 3.34, -2.34], [-2.44, 3.92, -3.93], [-3.12, 2.30, -3.69], [-1.83, 2.56, -4.87], [0.02, 0.85, -2.17], [0.04, 1.12, -3.92], [-1.40, 0.43, -3.15], [0.99, 4.73, 1.96], [0.91, 3.52, 1.76], [-0.02, 2.74, 2.11], [2.06, 2.89, 0.94], [3.26, 3.59, 0.81], [4.28, 3.04, 0.07], [4.08, 1.81, -0.54], [2.85, 1.19, -0.37], [1.86, 1.72, 0.34], [3.35, 4.55, 1.30], [5.23, 3.56, -0.05], [4.85, 1.33, -1.12], [2.64, 0.23, -0.83], [-0.74, -2.04, 6.99], [-1.31, -2.01, 5.79], [-0.80, -3.00, 5.04], [-2.62, -2.25, 5.95], [-1.08, -0.38, 4.91], [-1.75, -0.62, 3.66], [-1.62, 0.62, 5.77], [0.49, -0.44, 4.80], [1.38, 0.78, 4.36], [0.93, 2.06, 4.78], [1.97, 0.61, 3.05], [2.81, 0.39, 5.49], [3.42, -0.74, 5.12], [2.39, 0.25, 6.75], [3.72, 1.37, 5.47]], "total_charge": -1}

No. 4
{"formula": "C3H5ClO", "method": "ωB97M-V/def2-TZVPD", "elements": ["C", "C", "O", "C", "Cl", "H", "H", "H", "H", "H"], "xyz": [[-1.04, 0.77, -0.35], [-0.30, -0.54, -0.18], [-0.78, -1.60, -0.55], [0.98, -0.52, 0.51], [2.38, -0.20, -0.50], [-1.90, 0.72, -0.97], [-0.34, 1.51, -0.79], [-1.22, 1.22, 0.66], [1.21, -1.53, 0.88], [1.02, 0.18, 1.29]]}

No. 5
{"formula": "C2H5BrO5", "method": "ωB97M-V/def2-TZVPD", "elements": ["O", "C", "O", "C", "O", "O", "O", "H", "H", "H", "H", "Br", "H"], "xyz": [[-1.90, -1.68, -0.36], [-1.49, -0.81, 0.37], [-1.97, -0.23, 1.44], [-0.05, -0.20, -0.08], [0.72, -0.12, 0.97], [0.51, -0.94, -1.10], [-0.47, 1.14, -0.52], [-2.86, -0.51, 1.60], [1.65, -0.12, 0.65], [-0.25, -1.18, -1.67], [0.19, 1.76, -0.25], [3.96, 0.42, -0.35], [3.33, 0.26, -1.53]]}

| no. | total energy (a.u.) | largest force on an atom (eV/Å) |
| --- | --- | --- |
| 1 | -1337.46420 | 19.660 |
| 2 | -2414.03343 | 0.850 |
| 3 | -4189.70204 | 2.135 |
| 4 | -652.72719 | 2.698 |
| 5 | -3029.42791 | 4.365 |